DFT (ωB97M-V/def2-TZVPD) results for a 2-piece molecular cluster, C4H12 overall.

Geometry (Å):
C -0.671 0.448 -1.693
C -2.183 0.357 -1.722
H -0.232 1.308 -1.087
H -0.221 -0.377 -1.054
H -0.259 0.545 -2.596
H -2.499 -0.305 -0.883
H -2.628 -0.037 -2.597
H -2.596 1.333 -1.560
C 0.771 -0.137 1.509
C 2.075 -0.776 1.757
H -0.163 -0.776 1.534
H 0.434 0.688 2.188
H 0.839 0.548 0.551
H 2.036 -1.206 2.808
H 2.945 -0.057 1.750
H 2.354 -1.555 1.095

Calculated values
- Relative energy (zero: lowest compared OMol25 entry of this formula, charge and spin): 87.59 kJ/mol
- HOMO level (alpha / beta): -16.23 / -15.47 eV
- 2S+1: 2
- F_max: 4.60 eV Å⁻¹
- Expectation value of S²: 0.75
- Calculated total energy: -4330.3241 eV
- Gap between HOMO and LUMO (alpha / beta): 13.124 / 4.162 eV
- Total charge: +1